{
  "formula": "C4H9NO2",
  "method": "ωB97M-V with the def2-TZVPD basis set",
  "elements": ["O", "O", "N", "C", "C", "C", "C", "H", "H", "H", "H", "H", "H", "H", "H", "H"],
  "positions_angstrom": [[0.541, -0.810, 2.071], [-1.821, 1.883, 0.722], [0.270, 1.064, 0.243], [-0.187, -0.312, -0.134], [-0.663, 2.067, 0.420], [0.467, -1.348, 0.781], [-0.051, -0.680, -1.621], [1.459, -1.661, 0.406], [-0.920, -1.246, -1.982], [1.223, 1.391, 0.116], [-0.170, -2.244, 0.760], [0.017, 0.228, -2.221], [0.507, 0.150, 1.894], [0.835, -1.298, -1.822], [-1.242, -0.269, 0.145], [-0.265, 3.083, 0.222]],
  "atomic_forces_ev_per_a": [[0.05, 0.08, 0.22], [0.39, 0.09, -0.28], [-0.19, -0.03, -0.52], [-0.06, 0.19, 0.09], [-0.24, -0.16, -0.07], [-0.06, -0.08, -0.37], [0.04, 0.15, -0.05], [-0.14, 0.25, 0.08], [0.17, 0.16, 0.24], [-0.25, -0.37, -0.41], [0.16, 0.13, 0.18], [-0.01, -0.08, -0.07], [0.06, -0.37, 0.61], [-0.10, 0.25, 0.13], [0.11, -0.03, -0.11], [0.08, -0.20, 0.33]],
  "nbo_charge": [-0.714, -0.582, -0.671, -0.090, 0.533, -0.063, -0.629, 0.149, 0.226, 0.400, 0.182, 0.221, 0.473, 0.210, 0.238, 0.116],
  "lumo_ev": 0.8,
  "orbital_gap_ev": 10.993,
  "de_lowest_ev": 1.2981,
  "smiles": "C[C@@H](CO)NC=O"
}



{
  "formula": "C6H9N2O2",
  "method": "ωB97M-V with the def2-TZVPD basis set",
  "elements": ["O", "O", "N", "N", "C", "C", "C", "C", "C", "C", "H", "H", "H", "H", "H", "H", "H", "H", "H"],
  "positions_angstrom": [[-2.501, 1.097, 0.778], [-0.443, 1.135, 1.644], [2.255, -0.554, -1.333], [0.662, -0.821, 0.213], [1.252, -1.758, -3.287], [0.316, -1.583, -0.889], [1.836, -0.226, -0.122], [-2.261, 2.264, 2.799], [1.243, -1.299, -1.867], [-1.676, 1.423, 1.646], [0.970, -0.958, -3.976], [-3.115, 1.688, 3.168], [-1.622, 2.463, 3.658], [0.574, -2.601, -3.479], [2.242, -2.171, -3.542], [-2.690, 3.129, 2.288], [-0.102, -0.261, 0.687], [2.235, 0.551, 0.508], [-0.616, -2.121, -0.924]],
  "atomic_forces_ev_per_a": [[-0.23, -0.13, -0.17], [-0.29, 0.07, 0.37], [0.07, 0.99, 0.27], [-0.50, -0.20, -0.74], [0.43, -0.85, -0.20], [0.05, 0.98, -0.62], [-0.53, 0.08, -0.28], [-0.53, -0.63, -0.31], [-0.44, -1.57, 0.63], [0.41, -0.12, 0.01], [0.24, 0.01, 0.01], [-0.02, 0.09, 0.00], [0.27, 0.32, -0.34], [-0.15, 0.30, 0.31], [-0.18, 0.50, -0.11], [0.19, 0.30, 0.50], [0.92, 0.00, 0.67], [0.31, -0.15, 0.07], [-0.03, 0.04, -0.05]],
  "nbo_charge": [-0.769, -0.808, -0.511, -0.558, -0.627, -0.117, 0.184, -0.738, 0.067, 0.773, 0.208, 0.205, 0.194, 0.202, 0.207, 0.212, 0.482, 0.193, 0.200],
  "lumo_ev": 3.8,
  "orbital_gap_ev": 8.548,
  "de_lowest_ev": 0.6237,
  "charge": -1
}



{
  "formula": "C7H14N2S",
  "method": "ωB97M-V with the def2-TZVPD basis set",
  "elements": ["S", "N", "N", "C", "C", "C", "C", "C", "C", "C", "H", "H", "H", "H", "H", "H", "H", "H", "H", "H", "H", "H", "H", "H"],
  "positions_angstrom": [[-0.469, 0.581, 3.533], [-2.179, -0.980, 0.894], [-1.519, 0.265, 1.088], [-0.092, 0.227, 0.974], [0.551, -1.404, -0.827], [0.531, 0.071, -0.395], [-0.273, 0.901, -1.402], [-1.872, 0.847, 2.346], [0.557, 0.325, 2.137], [1.976, 0.583, -0.374], [-1.637, -1.763, 1.263], [1.615, 0.307, 2.302], [1.006, -2.021, -0.055], [-0.242, 1.952, -1.129], [1.134, -1.511, -1.739], [-2.338, -1.123, -0.098], [-2.786, 0.408, 2.736], [0.149, 0.788, -2.399], [2.374, 0.596, -1.386], [2.609, -0.062, 0.230], [-1.974, 1.929, 2.243], [2.020, 1.592, 0.027], [-1.314, 0.590, -1.428], [-0.450, -1.779, -1.028]],
  "atomic_forces_ev_per_a": [[-0.23, -0.19, 0.00], [-0.02, -0.26, -0.08], [-0.13, -0.22, -0.21], [0.30, -0.17, 0.01], [-0.02, 0.14, 0.00], [0.00, 0.02, -0.10], [0.12, -0.14, 0.10], [-0.02, 0.53, 0.63], [-0.41, 0.18, 0.05], [-0.21, -0.07, 0.03], [0.06, 0.15, -0.10], [0.30, 0.00, -0.16], [0.03, -0.07, 0.04], [-0.04, 0.14, -0.01], [0.06, -0.03, -0.13], [0.05, 0.05, 0.18], [0.03, 0.05, -0.11], [0.06, -0.01, -0.12], [0.07, -0.04, -0.10], [0.13, -0.05, 0.08], [-0.03, -0.05, 0.03], [0.04, 0.11, 0.03], [-0.10, 0.00, -0.03], [-0.03, -0.07, -0.01]],
  "nbo_charge": [0.180, -0.661, -0.318, 0.128, -0.595, -0.097, -0.592, -0.311, -0.389, -0.595, 0.339, 0.235, 0.212, 0.214, 0.209, 0.354, 0.236, 0.206, 0.211, 0.206, 0.202, 0.215, 0.210, 0.200],
  "lumo_ev": 0.8,
  "orbital_gap_ev": 8.463,
  "de_lowest_ev": 1.6022,
  "smiles": "CC(C)(C)C1=CSCN1N"
}



{
  "formula": "CH3BrClN",
  "method": "ωB97M-V with the def2-TZVPD basis set",
  "elements": ["Br", "Cl", "N", "C", "H", "H", "H"],
  "positions_angstrom": [[1.425, 1.300, -0.607], [1.037, -0.645, 1.709], [-0.903, 0.103, -0.351], [0.352, -0.202, -0.014], [-0.948, 1.078, -0.184], [-1.664, -0.442, -0.030], [0.700, -1.193, -0.524]],
  "atomic_forces_ev_per_a": [[0.39, -0.16, -0.08], [-1.00, 0.45, -0.18], [-0.96, 1.06, 0.21], [4.11, -3.81, -1.22], [-1.50, 1.06, 0.11], [-0.60, -0.62, 0.39], [-0.44, 2.02, 0.77]],
  "nbo_charge": [0.031, -0.161, -0.821, -0.041, 0.382, 0.397, 0.213],
  "lumo_ev": 0.7,
  "orbital_gap_ev": 10.955,
  "de_lowest_ev": 0.6529,
  "smiles": "N[C@H](Cl)Br"
}